1.
Molecular formula: C3H8BIS
Method: DFT, ωB97M-V/def2-TZVPD

Element x y z (Å)
1 B -0.653 -0.117 -0.236
2 C -1.662 0.654 0.787
3 C -0.687 -1.321 -1.182
4 C 1.263 0.254 0.416
5 S 2.483 0.684 -0.959
6 I 4.226 1.911 0.138
7 H -1.408 -0.058 1.562
8 H -2.733 0.800 0.627
9 H -1.296 1.630 1.147
10 H -1.083 -2.138 -0.607
11 H 0.283 -1.587 -1.589
12 H -1.450 -1.149 -1.927
13 H 1.184 1.113 1.118
14 H 1.533 -0.677 0.707

Atomic forces in eV per Å
2.7 2.0 2.3
1.2 0.3 -1.7
-0.4 0.7 0.0
-3.0 3.2 -3.0
-1.1 -0.1 0.7
-0.2 -0.2 0.0
-0.5 -0.3 1.0
0.1 -0.7 -0.1
0.2 -0.5 -0.3
-0.1 -0.7 0.4
-0.1 0.0 -0.2
-0.1 -0.1 -0.7
0.3 -1.0 -0.3
1.0 -2.5 1.8

## Properties
Max |F| in eV/A: 5.3
Total charge: 0
Spin multiplicity: 1
Highest occupied orbital energy in eV: -8.16
Orbital gap in eV: 7.8593

=====

2.
Molecular formula: C36H76N4O24
Method: DFT, ωB97M-V/def2-TZVPD

Element x y z (Å)
1 C -1.398 -0.209 -0.555
2 N -0.225 -1.050 -0.272
3 O 0.726 -0.976 -1.025
4 O -0.211 -1.731 0.733
5 H -2.056 0.019 0.275
6 H -1.927 -0.825 -1.283
7 H -1.048 0.701 -1.035
8 C -5.543 1.322 -0.944
9 N -5.139 0.410 -2.055
10 O -4.103 -0.206 -1.992
11 O -5.868 0.429 -3.024
12 H -6.614 1.475 -1.042
13 H -5.110 2.305 -1.116
14 H -5.291 0.894 0.019
15 C -1.167 -4.550 2.484
16 N -1.193 -4.404 3.992
17 O -1.279 -5.430 4.635
18 O -1.084 -3.287 4.454
19 H -1.865 -3.797 2.124
20 H -1.459 -5.577 2.313
21 H -0.160 -4.291 2.172
22 C -2.875 -3.550 -1.514
23 N -3.692 -3.525 -0.266
24 O -4.561 -4.351 -0.110
25 O -3.377 -2.650 0.534
26 H -1.866 -3.192 -1.356
27 H -3.375 -2.884 -2.214
28 H -2.854 -4.588 -1.833
29 O 6.223 -1.002 -1.528
30 C 5.142 -1.179 -1.029
31 O 4.938 -1.325 0.276
32 C 6.055 -1.147 1.161
33 C 5.545 -1.355 2.579
34 C 3.842 -1.206 -1.808
35 H 6.562 -0.191 1.037
36 H 6.750 -1.932 0.845
37 H 4.989 -2.281 2.711
38 H 4.895 -0.505 2.799
39 H 6.352 -1.368 3.312
40 H 3.544 -0.185 -2.032
41 H 3.096 -1.709 -1.198
42 H 4.055 -1.828 -2.676
43 O -1.872 2.624 -2.202
44 C -2.119 3.487 -1.386
45 O -3.029 4.420 -1.580
46 C -3.918 4.454 -2.719
47 C -5.063 5.367 -2.328
48 C -1.344 3.657 -0.101
49 H -4.287 3.442 -2.896
50 H -3.322 4.777 -3.569
51 H -5.767 4.951 -1.613
52 H -5.573 5.661 -3.250
53 H -4.730 6.328 -1.931
54 H -0.382 3.223 -0.371
55 H -1.821 3.094 0.699
56 H -1.245 4.724 0.077
57 O -1.300 -1.649 -3.772
58 C -1.141 -0.629 -4.406
59 O -0.047 -0.387 -5.118
60 C 1.047 -1.317 -5.056
61 C 2.244 -0.645 -5.686
62 C -2.233 0.384 -4.637
63 H 0.752 -2.183 -5.658
64 H 1.274 -1.772 -4.092
65 H 1.992 -0.253 -6.669
66 H 3.033 -1.400 -5.689
67 H 2.651 0.193 -5.117
68 H -2.416 0.947 -3.724
69 H -3.114 -0.134 -5.004
70 H -1.864 1.100 -5.370
71 O 3.910 2.006 2.239
72 C 3.347 1.790 1.199
73 O 3.759 2.172 -0.011
74 C 4.958 2.950 -0.099
75 C 5.641 2.553 -1.403
76 C 2.098 0.976 1.137
77 H 5.698 2.749 0.673
78 H 4.711 4.006 -0.161
79 H 5.907 1.495 -1.473
80 H 6.600 3.070 -1.463
81 H 4.991 2.725 -2.262
82 H 2.257 0.131 0.467
83 H 1.271 1.614 0.816
84 H 1.871 0.603 2.131
85 O -0.843 1.946 2.988
86 C -0.688 1.212 3.929
87 O -0.556 1.549 5.225
88 C -0.205 2.911 5.488
89 C 1.296 3.100 5.595
90 C -0.755 -0.282 3.801
91 H -0.733 3.237 6.386
92 H -0.656 3.549 4.722
93 H 1.458 4.135 5.909
94 H 1.772 3.025 4.617
95 H 1.756 2.415 6.302
96 H -1.382 -0.738 4.564
97 H 0.243 -0.636 4.094
98 H -0.949 -0.696 2.818
99 O 2.944 -4.494 -1.901
100 C 1.821 -4.332 -1.494
101 O 1.459 -4.288 -0.210
102 C 2.487 -4.370 0.769
103 C 2.876 -5.802 1.044
104 C 0.673 -4.100 -2.451
105 H 2.088 -3.890 1.666
106 H 3.369 -3.761 0.551
107 H 2.091 -6.318 1.593
108 H 3.825 -5.848 1.584
109 H 3.136 -6.322 0.120
110 H 0.586 -3.066 -2.781
111 H -0.231 -4.168 -1.837
112 H 0.607 -4.871 -3.209
113 O 3.245 5.018 -2.956
114 C 2.461 4.934 -2.054
115 O 1.329 4.218 -2.068
116 C 1.173 3.282 -3.144
117 C 1.510 1.895 -2.632
118 C 2.587 5.797 -0.808
119 H 1.781 3.531 -4.016
120 H 0.162 3.357 -3.547
121 H 2.569 1.836 -2.391
122 H 1.245 1.158 -3.390
123 H 0.884 1.783 -1.745
124 H 2.249 6.792 -1.087
125 H 3.642 5.804 -0.551
126 H 2.024 5.353 0.010
127 O -6.185 -1.072 3.498
128 C -4.996 -0.866 3.410
129 O -4.047 -1.375 4.175
130 C -4.456 -2.200 5.307
131 C -4.774 -3.592 4.795
132 C -4.442 -0.024 2.299
133 H -5.270 -1.665 5.792
134 H -3.552 -2.204 5.912
135 H -5.763 -3.648 4.340
136 H -4.666 -4.349 5.571
137 H -4.091 -3.845 3.982
138 H -4.397 -0.723 1.466
139 H -3.446 0.281 2.630
140 H -5.062 0.852 2.149

Atomic forces in eV per Å
-0.3 -0.1 -1.1
0.8 0.5 1.3
-0.2 -0.1 -0.6
-0.4 -0.3 0.2
0.4 -0.5 0.4
-0.2 0.4 -0.1
0.0 -0.1 -0.1
-0.6 0.1 0.1
-0.3 0.9 -0.4
0.2 -0.3 0.5
-0.1 -0.2 -0.1
0.0 -0.3 0.1
0.5 -0.2 0.0
0.2 0.0 -0.1
-0.3 0.5 1.0
0.4 -0.3 -0.4
-0.1 0.2 0.1
-0.1 -0.1 0.0
0.0 -0.1 -0.2
0.1 0.0 -0.4
0.0 -0.1 -0.1
-0.4 -0.4 -0.3
1.0 0.4 0.3
0.1 0.3 -0.1
-0.5 -0.3 0.0
-0.2 0.2 0.4
0.0 -0.2 -0.2
-0.1 0.1 -0.3
0.3 0.0 0.1
-0.3 0.4 -0.7
-0.6 0.6 0.7
0.5 -1.5 0.0
-0.1 0.5 -0.2
0.7 -0.9 0.7
-0.3 0.1 -0.2
0.3 0.2 0.3
0.0 0.0 -0.3
-0.1 -0.1 0.3
0.2 0.1 -0.1
0.0 0.0 -0.2
-0.2 0.2 -0.1
-0.3 0.4 -0.3
-0.3 -0.2 0.0
0.6 -0.3 -0.4
-0.7 0.8 0.8
0.2 -0.5 0.8
0.2 0.8 -0.9
-0.1 -0.2 -1.2
0.1 0.0 -0.2
-0.3 0.1 -0.2
0.0 -0.3 -0.1
-0.3 -0.3 0.1
0.3 -0.2 0.2
0.1 0.1 0.6
0.1 0.2 0.2
0.0 -0.1 0.5
0.3 0.1 0.4
-0.9 -0.9 -0.4
0.4 0.5 0.6
0.0 -0.6 -0.8
0.2 -0.1 0.5
1.0 0.4 -0.2
0.0 0.1 -0.1
-0.3 0.8 0.4
0.2 -0.3 -0.2
0.1 0.1 -0.5
-0.3 0.0 0.2
-0.2 -0.2 0.1
-0.1 0.1 0.2
-0.2 0.0 -0.1
0.6 0.5 0.1
-0.4 -0.7 0.5
0.1 0.3 0.2
1.1 -0.5 -1.3
-0.1 -0.4 -0.2
-0.2 -0.1 0.0
-0.6 0.0 0.6
-0.1 0.0 0.4
-0.2 0.0 0.5
-0.2 0.3 -0.3
0.2 0.5 -0.1
-0.2 0.1 -0.2
0.0 -0.2 -0.2
0.0 0.0 0.1
0.4 0.9 0.1
-1.2 -1.5 -0.2
0.4 0.4 -0.3
-0.4 0.8 0.0
-0.4 0.6 -0.3
1.1 -0.5 0.8
0.2 -0.5 0.3
0.4 -0.2 -0.2
0.1 -0.1 0.2
0.0 -0.3 0.0
0.0 0.0 0.0
-0.3 0.2 -0.1
0.0 -0.1 -0.1
-0.3 0.4 -0.1
0.2 -0.1 0.6
0.3 0.4 -1.4
-0.2 0.2 -0.1
0.7 0.2 0.9
0.6 -0.1 -0.2
-1.2 -0.2 1.8
-0.3 -0.1 -0.1
-0.2 -0.1 -0.7
0.1 -0.2 -0.1
-0.3 0.2 0.4
-0.4 0.0 -0.1
0.6 -0.2 -0.4
0.0 -0.4 -0.2
0.3 0.3 -0.3
0.3 -0.5 -0.3
-0.1 1.2 0.4
0.0 -0.1 -0.2
0.2 -0.4 -1.2
-0.6 0.7 -0.1
0.0 -1.0 -0.3
0.4 0.3 0.4
-0.2 0.0 0.7
0.0 -0.1 0.2
0.0 -0.1 0.1
0.3 -0.6 0.1
0.0 0.1 0.3
0.0 0.3 0.0
-0.2 0.3 0.1
0.2 -0.2 0.6
-1.1 0.3 -0.8
0.2 0.0 0.5
0.4 0.1 -0.8
-0.2 -0.1 -0.2
0.8 -0.2 1.0
-0.1 -0.3 0.2
-0.2 0.0 0.2
-0.1 0.1 0.3
-0.1 0.1 0.0
0.2 0.0 0.2
0.1 0.4 -0.4
0.1 0.1 -0.6
-0.2 -0.1 -0.2

## Properties
Structure (SMILES): C[N+](=O)[O-].C[N+](=O)[O-].C[N+](=O)[O-].C[N+](=O)[O-].CCOC(C)=O.CCOC(C)=O.CCOC(C)=O.CCOC(C)=O.CCOC(C)=O.CCOC(C)=O.CCOC(C)=O.CCOC(C)=O
Max |F| in eV/A: 2.2
Total charge: 0
Spin multiplicity: 1
Highest occupied orbital energy in eV: -10.12
Orbital gap in eV: 9.9099

=====

3.
Molecular formula: C17H41Cl2FN3O2P
Method: DFT, ωB97M-V/def2-TZVPD

Element x y z (Å)
1 C 0.543 -0.426 -4.024
2 C 0.712 -1.893 -3.725
3 O 0.595 -2.759 -4.558
4 N 0.801 -2.199 -2.320
5 C -0.318 -3.062 -1.937
6 P 2.342 -2.223 -1.421
7 O 3.843 -2.342 -0.635
8 Cl 2.119 -4.276 -1.022
9 Cl 3.410 -1.599 -3.051
10 C 1.807 -0.878 -0.293
11 C 1.032 -1.377 0.914
12 F 0.968 -0.357 1.873
13 H -0.135 -0.006 -3.274
14 H 0.129 -0.285 -5.022
15 H 1.495 0.099 -3.911
16 H -0.394 -3.139 -0.849
17 H -1.248 -2.599 -2.290
18 H -0.257 -4.064 -2.372
19 H 3.863 -3.081 -0.015
20 H 2.718 -0.372 0.030
21 H 1.209 -0.190 -0.898
22 H 1.529 -2.232 1.385
23 H 0.002 -1.632 0.653
24 C 0.216 7.268 -3.472
25 C 0.409 6.049 -2.583
26 N -0.073 4.820 -3.189
27 C -0.179 3.716 -2.255
28 C 1.108 3.179 -1.616
29 C 0.480 4.500 -4.494
30 C 2.004 4.374 -4.619
31 H -0.825 7.355 -3.786
32 H 0.486 8.170 -2.922
33 H 0.843 7.231 -4.363
34 H -0.163 6.195 -1.662
35 H 1.467 5.993 -2.281
36 H -0.694 2.894 -2.763
37 H -0.852 4.033 -1.452
38 H 1.706 2.604 -2.323
39 H 0.855 2.514 -0.787
40 H 1.729 3.978 -1.211
41 H 0.140 5.263 -5.199
42 H 0.011 3.571 -4.828
43 H 2.520 5.197 -4.122
44 H 2.290 4.399 -5.672
45 H 2.380 3.441 -4.201
46 C -0.905 -0.759 4.576
47 C -2.026 -1.646 5.093
48 N -2.329 -2.748 4.195
49 C -3.570 -3.433 4.512
50 C -3.660 -4.186 5.845
51 C -1.205 -3.594 3.836
52 C -0.418 -4.266 4.969
53 H -1.121 -0.412 3.566
54 H -0.792 0.114 5.220
55 H 0.055 -1.275 4.560
56 H -2.937 -1.047 5.181
57 H -1.778 -1.979 6.114
58 H -3.786 -4.128 3.695
59 H -4.365 -2.683 4.485
60 H -3.078 -5.107 5.837
61 H -4.699 -4.459 6.042
62 H -3.319 -3.574 6.681
63 H -0.507 -2.991 3.248
64 H -1.577 -4.359 3.150
65 H -0.191 -3.565 5.773
66 H 0.533 -4.641 4.586
67 H -0.952 -5.111 5.400

Atomic forces in eV per Å
-0.1 0.1 0.1
-0.3 -0.3 -0.4
0.0 0.4 0.4
0.6 -0.2 0.0
-0.3 0.0 0.0
0.1 0.1 0.0
-0.3 -0.1 0.1
-0.2 -0.1 0.2
-0.1 0.2 0.0
0.0 0.3 -0.2
0.0 0.2 0.2
0.1 -0.2 -0.3
0.0 0.0 -0.1
0.2 0.0 0.0
-0.1 0.0 -0.1
0.0 -0.1 -0.2
0.1 0.0 0.0
0.0 0.1 0.1
0.1 0.1 -0.1
-0.1 -0.1 0.1
0.0 -0.1 0.2
-0.1 0.1 0.0
0.1 -0.1 0.1
0.0 0.0 0.0
0.0 0.0 0.0
0.0 0.0 0.0
-0.1 -0.1 0.1
0.0 -0.1 0.0
0.0 0.0 -0.1
0.0 0.0 0.0
0.0 0.0 0.0
0.0 0.0 0.0
0.0 0.0 0.0
0.0 0.0 0.0
0.0 0.0 0.0
0.0 0.0 0.0
0.0 0.1 0.0
0.0 0.0 0.0
0.0 0.0 0.0
0.0 0.0 0.0
0.0 0.0 0.0
0.0 0.0 0.0
0.0 0.0 0.0
0.0 0.0 0.0
0.0 0.0 0.0
0.0 0.0 0.1
0.0 0.0 0.0
0.0 0.0 0.0
-0.1 0.0 0.0
0.0 0.0 0.0
0.1 0.0 -0.1
0.0 0.0 0.0
0.0 0.0 0.0
0.0 0.0 0.0
0.0 0.0 0.0
0.0 0.0 0.0
0.0 0.0 0.0
0.0 0.0 0.0
0.0 0.0 0.0
0.0 0.0 0.0
0.0 0.0 0.0
0.0 0.0 0.0
0.0 0.0 0.0
0.0 0.0 0.0
0.0 0.0 0.0
0.0 0.0 0.0
0.0 0.0 0.0

## Properties
Structure (SMILES): CC(=O)N(C)P(O)(Cl)(Cl)CCF.CCN(CC)CC.CCN(CC)CC
Max |F| in eV/A: 0.6
Total charge: 0
Spin multiplicity: 1
Highest occupied orbital energy in eV: -8.20
Orbital gap in eV: 8.3249

=====

4.
Molecular formula: C4H12
Method: DFT, ωB97M-V/def2-TZVPD

Element x y z (Å)
1 C 1.700 -1.180 0.989
2 C 1.123 -1.105 2.383
3 H 2.196 -0.218 0.436
4 H 2.582 -1.800 1.081
5 H 0.904 -1.597 0.276
6 H 0.688 -0.013 2.554
7 H 1.918 -1.257 3.097
8 H 0.624 -2.067 2.723
9 C -0.680 1.188 -1.779
10 C -2.238 1.097 -1.663
11 H -0.443 2.198 -1.875
12 H -0.290 0.703 -0.928
13 H -0.279 0.569 -2.471
14 H -2.563 2.220 -1.436
15 H -2.537 0.590 -0.864
16 H -2.706 0.671 -2.524

Atomic forces in eV per Å
0.2 0.9 -2.4
-0.1 1.6 1.1
-1.7 -1.8 1.8
0.0 -0.8 -0.6
1.5 0.5 0.7
0.1 -2.8 0.2
0.8 0.9 0.3
-0.8 1.6 -1.1
-3.0 -0.4 1.9
1.6 4.8 -2.1
1.1 1.3 -0.2
0.7 0.3 1.7
1.0 -1.4 -3.1
0.1 -2.4 -0.9
-1.1 -2.4 3.4
-0.4 0.2 -0.7

## Properties
Structure (SMILES): CC.CC
Max |F| in eV/A: 5.5
Total charge: 0
Spin multiplicity: 1
Highest occupied orbital energy in eV: -11.32
Orbital gap in eV: 12.3715